Computed, not measured: a molecular structure, C30H43FN2RhSi2, with ωB97M-V/def2-TZVPD.

CARTESIAN COORDINATES (ANGSTROEM)
Rh1 0.459 -0.353 -0.303
Si1 3.285 1.840 -0.634
Si2 3.039 -1.460 -0.564
F1 0.084 2.163 0.049
N1 1.110 -0.284 1.898
N2 -1.615 0.093 -0.333
C1 3.015 3.299 0.511
C2 -4.479 -1.916 0.853
C3 -4.699 -2.746 -0.230
C4 -1.528 3.752 -0.562
C5 -3.846 -2.694 -1.319
C6 -3.373 1.687 -0.961
C7 -1.177 2.443 -0.360
C8 1.505 -0.009 4.224
C9 -2.063 1.357 -0.534
C10 0.703 -0.382 3.159
C11 2.334 0.212 1.626
C12 2.844 -1.458 -2.434
C13 -3.738 2.996 -1.179
C14 2.608 0.260 0.176
C15 -0.604 -2.708 -2.125
C16 -4.335 0.798 2.408
C17 -1.834 -1.911 -2.550
C18 -2.827 4.030 -0.977
C19 -1.447 -0.614 -3.261
C20 -2.942 -1.086 3.296
C21 4.854 -1.738 -0.155
C22 -2.626 -0.919 -0.288
C23 -3.188 -0.163 2.099
C24 3.194 0.612 2.643
C25 2.772 0.491 3.956
C26 -3.440 -0.992 0.852
C27 2.146 -2.898 0.277
C28 2.360 2.112 -2.247
C29 -2.784 -1.797 -1.372
C30 5.118 1.706 -0.997
H1 3.426 0.787 4.765
H2 4.175 0.997 2.406
H3 5.043 -1.612 0.910
H4 -5.262 0.252 2.586
H5 -3.997 -3.368 -2.153
H6 1.141 -0.112 5.235
H7 -0.695 -0.037 -2.707
H8 -0.799 4.532 -0.398
H9 3.312 4.208 -0.014
H10 5.334 1.003 -1.801
H11 3.658 -0.890 -2.884
H12 2.757 1.493 -3.050
H13 -4.512 1.500 1.594
H14 5.523 -1.085 -0.705
H15 0.093 -2.853 -2.950
H16 -5.123 -1.983 1.718
H17 3.617 3.243 1.416
H18 5.100 -2.770 -0.412
H19 -3.122 5.055 -1.147
H20 -2.308 0.036 -3.417
H21 2.651 -3.094 1.224
H22 2.274 -3.780 -0.353
H23 -0.054 -2.154 -1.334
H24 2.453 3.152 -2.561
H25 1.975 3.411 0.810
H26 -0.294 -0.778 3.312
H27 -2.279 0.425 1.944
H28 -3.856 -1.606 3.583
H29 -2.613 -0.508 4.160
H30 1.295 1.893 -2.153
H31 5.701 1.413 -0.124
H32 1.082 -2.806 0.502
H33 -0.868 -3.673 -1.697
H34 -2.365 -2.520 -3.288
H35 2.919 -2.480 -2.809
H36 -4.114 1.372 3.307
H37 5.481 2.683 -1.320
H38 -5.520 -3.449 -0.220
H39 -1.017 -0.845 -4.236
H40 -4.077 0.888 -1.136
H41 -2.194 -1.848 3.074
H42 1.909 -1.036 -2.806
H43 -4.739 3.222 -1.517

The expectation value of S² is 6.05. For the total energy, the calculation gives -56263.3344 eV. As for the charge: +1. The spin multiplicity is 5.

Computed, not measured: a molecular structure, C30H43N10OPbS2Si, with ωB97M-V/def2-TZVPD.

CARTESIAN COORDINATES (ANGSTROEM)
Pb1 -1.168 0.012 0.455
S1 -4.916 -2.894 -1.033
S2 -0.704 -4.049 3.632
Si1 -1.512 2.335 -2.028
O1 0.045 -1.752 -0.913
N1 -2.849 -1.690 -0.136
N2 -2.438 1.138 1.775
N3 -0.948 0.690 -1.634
N4 -3.731 -0.680 -2.057
N5 3.324 1.249 1.771
N6 0.956 -1.968 3.168
N7 3.542 1.278 0.447
N8 1.556 0.528 0.758
N9 -0.999 -2.211 1.880
N10 2.138 0.801 1.944
C1 0.611 -2.936 -0.419
C2 -2.484 0.925 3.183
C3 -2.084 -4.117 2.600
C4 -3.350 2.160 3.554
C5 -3.051 -2.795 0.681
C6 -2.074 -3.073 1.744
C7 1.589 -5.296 0.610
C8 4.797 3.129 -0.683
C9 -4.124 -3.547 0.356
C10 4.013 3.168 -1.987
C11 0.095 0.097 -2.379
C12 -0.189 -2.606 2.829
C13 0.652 0.685 -3.527
C14 -0.119 3.585 -2.037
C15 1.654 0.074 -4.266
C16 0.349 -5.272 -0.015
C17 -1.120 1.052 3.872
C18 -2.739 2.885 -0.750
C19 2.140 -1.168 -3.894
C20 0.629 -1.152 -2.028
C21 4.837 1.728 -0.078
C22 2.438 0.840 -0.171
C23 1.852 -2.939 0.189
C24 -3.733 -1.639 -1.104
C25 -2.434 2.290 -3.662
C26 -3.201 -0.353 3.627
C27 -0.144 -4.088 -0.543
C28 2.340 -4.133 0.703
C29 4.280 4.157 0.318
C30 1.612 -1.785 -2.770
H1 5.844 3.355 -0.910
H2 -3.340 -0.373 4.711
H3 5.167 0.988 -0.807
H4 -1.105 -4.045 -1.041
H5 3.310 -4.150 1.183
H6 -2.305 3.056 0.236
H7 -4.316 -0.785 -2.865
H8 -2.869 -0.151 -2.161
H9 -4.182 -0.420 3.153
H10 -2.645 3.310 -4.001
H11 -0.634 1.987 3.592
H12 -0.505 4.542 -2.403
H13 -3.574 2.192 -0.621
H14 -1.909 1.777 -4.468
H15 -0.482 0.215 3.572
H16 2.040 0.574 -5.146
H17 4.361 5.163 -0.094
H18 4.384 2.435 -2.709
H19 -4.486 -4.445 0.832
H20 2.909 -1.664 -4.472
H21 -3.152 3.835 -1.107
H22 1.973 -6.223 1.017
H23 -2.805 -4.915 2.686
H24 -2.858 3.086 3.259
H25 0.230 3.751 -1.012
H26 5.504 1.693 0.779
H27 4.836 4.127 1.256
H28 2.427 -2.025 0.258
H29 0.289 1.643 -3.863
H30 -1.228 1.018 4.959
H31 1.452 -2.244 3.997
H32 0.740 3.321 -2.652
H33 1.963 -2.763 -2.467
H34 1.131 -1.031 2.834
H35 -4.331 2.113 3.080
H36 2.954 2.978 -1.815
H37 -3.488 2.151 4.638
H38 -0.236 -6.180 -0.098
H39 4.084 4.156 -2.445
H40 -2.620 -1.235 3.350
H41 -3.402 1.797 -3.526
H42 2.314 0.734 -1.240
H43 3.224 3.982 0.549

The energy above the lowest of the compared OMol25 structures with the same formula, charge and spin comes out at 49.1 kcal per mole. As for the charge: +1.

Computed, not measured: a molecular structure, C30H44As8F48N6O2 at a distorted geometry, with ωB97M-V/def2-TZVPD.

CARTESIAN COORDINATES (ANGSTROEM)
As1 4.371 3.807 -12.063
As2 7.849 -7.569 8.947
As3 -5.217 -0.034 -13.556
As4 5.940 -5.368 -9.158
As5 5.993 4.395 6.108
As6 6.624 -7.930 -0.494
As7 -4.520 -6.883 0.235
As8 -6.700 1.812 -4.979
F1 -3.841 -8.219 1.320
F2 7.656 -5.921 9.648
F3 4.811 4.822 4.817
F4 7.622 -5.268 -9.772
F5 -5.191 -5.452 -0.683
F6 -4.493 -1.680 -13.159
F7 -4.547 0.637 -12.084
F8 3.286 4.571 -13.301
F9 3.554 2.225 -12.280
F10 5.360 -4.224 -10.396
F11 5.583 -7.527 0.956
F12 9.542 -7.252 8.527
F13 -5.491 -8.062 -0.679
F14 -7.301 3.505 -4.556
F15 5.059 5.415 -11.724
F16 8.003 -9.222 8.243
F17 -5.887 -6.840 1.427
F18 4.239 -5.431 -8.504
F19 -3.149 -7.034 -0.907
F20 3.151 3.989 -10.734
F21 -5.901 1.572 -14.004
F22 7.338 -6.240 -0.486
F23 5.903 -9.535 -0.660
F24 8.008 -8.577 0.602
F25 -8.065 1.095 -4.057
F26 6.595 -6.591 -7.981
F27 5.752 5.962 6.922
F28 -5.747 -0.707 -15.196
F29 5.713 3.417 -13.216
F30 -5.333 2.480 -6.001
F31 -6.822 -0.522 -12.907
F32 7.372 5.159 5.233
F33 8.254 -8.262 10.600
F34 -7.681 1.814 -6.491
F35 7.722 -8.301 -1.886
F36 -3.660 0.390 -14.413
F37 5.668 -6.791 -10.219
F38 7.112 3.878 7.409
F39 4.569 3.725 7.040
F40 6.227 -3.960 -8.089
F41 -5.949 0.172 -5.442
F42 5.407 -7.305 -1.643
F43 6.133 -7.927 9.303
F44 6.325 2.863 5.323
F45 -5.639 1.935 -3.563
F46 -3.479 -5.762 1.166
F47 7.469 -6.930 7.247
F48 5.358 3.136 -10.685
O1 -0.681 -8.129 7.912
O2 -7.775 8.237 -9.754
N1 2.092 -1.517 2.763
N2 -5.444 8.322 -8.885
N3 0.578 -0.710 -4.001
N4 -4.328 5.650 4.622
N5 -0.092 6.450 10.154
N6 -0.604 -10.515 8.330
C1 2.709 -1.705 0.429
C2 -4.870 5.501 5.864
C3 1.256 -0.651 -1.310
C4 0.943 0.520 -2.002
C5 -1.121 5.527 10.185
C6 2.850 -2.125 1.750
C7 0.609 -10.849 9.260
C8 -4.093 5.745 6.992
C9 1.731 -0.786 0.105
C10 -0.673 7.139 7.913
C11 0.628 6.772 11.366
C12 -1.973 5.544 9.100
C13 -6.891 8.768 -9.047
C14 -1.824 6.313 7.934
C15 2.419 -1.942 4.095
C16 0.174 7.264 9.051
C17 -2.750 6.096 6.771
C18 -3.033 5.963 4.342
C19 -0.344 -9.235 7.543
C20 0.565 -9.316 6.304
C21 -7.228 9.898 -8.153
C22 0.548 0.470 -3.305
C23 -5.174 5.806 3.442
C24 1.075 -0.072 1.147
C25 -2.177 6.143 5.466
C26 0.496 -0.687 -5.519
C27 1.012 -1.850 -1.983
C28 -5.083 7.129 -9.751
C29 0.655 -1.862 -3.318
C30 1.249 -0.488 2.491
H1 0.541 -2.766 -3.898
H2 2.686 -2.997 4.026
H3 3.587 -2.800 2.161
H4 -0.486 7.746 7.039
H5 0.276 -11.673 9.891
H6 0.270 1.322 -3.908
H7 -2.715 4.765 9.200
H8 1.629 7.162 11.182
H9 1.390 -11.186 8.579
H10 -5.718 6.280 -9.497
H11 0.040 -9.963 5.601
H12 0.064 7.529 11.911
H13 -1.485 -10.459 8.819
H14 -5.080 7.319 -10.824
H15 -4.121 6.740 -9.418
H16 -4.845 9.033 -9.281
H17 -2.807 6.104 3.296
H18 -4.761 6.447 2.663
H19 1.593 -1.623 4.732
H20 1.380 -1.126 -5.982
H21 -7.514 9.513 -7.174
H22 1.511 -9.772 6.595
H23 0.723 0.000 3.297
H24 3.310 -2.129 -0.362
H25 -4.463 5.757 8.006
H26 -6.412 10.619 -8.115
H27 -0.437 -1.197 -5.761
H28 0.590 -8.289 5.939
H29 -0.571 -11.293 7.686
H30 3.311 -1.440 4.470
H31 0.406 0.381 -5.714
H32 -1.126 6.294 5.268
H33 -6.109 6.290 3.723
H34 -5.425 4.831 3.023
H35 -5.940 5.350 5.848
H36 -5.270 8.177 -7.901
H37 0.811 -9.913 9.781
H38 -8.119 10.412 -8.514
H39 0.361 0.714 0.951
H40 -1.114 4.971 11.111
H41 1.223 -2.745 -1.416
H42 0.939 8.012 9.202
H43 0.728 5.839 11.921
H44 0.767 1.493 -1.569

The energy above the lowest of the compared OMol25 structures with the same formula, charge and spin comes out at 225.7 kcal per mole. As for the charge: -2.

Question: Look up the charge of the third one.
Answer: -2

Question: charge of number 1 (C30H43FN2RhSi2)?
Answer: +1

Question: Number 1 is which compound?
Answer: C30H43FN2RhSi2